ORCA calculation (wB97M-V/def2-TZVPD) on an isolated ion of composition C5H12N2O and charge -1.

The geometry in XYZ format:
```
20
Properties=species:S:1:pos:R:3:mulliken_spin:R:1
O 2.7105 0.3707 1.4594 0.295
C 1.8150 0.7029 0.5659 0.551
C 0.3697 0.7372 1.0523 -0.058
C -0.6518 -0.1343 0.2017 0.049
C -0.1347 -0.7188 -1.1374 0.028
C -1.1647 -0.5869 -2.2873 -0.005
N -2.5810 -0.5948 -2.0906 0.048
N 0.2326 0.2989 2.4479 0.027
H 2.2102 0.9637 -0.4122 -0.027
H -0.1658 1.7088 1.1244 0.036
H -1.4667 0.5475 -0.1051 0.024
H -1.1080 -0.8499 0.8855 0.095
H 0.0348 -1.7845 -0.9568 0.014
H 0.7621 -0.2110 -1.4816 0.007
H -0.7622 -1.2863 -3.0603 -0.001
H -0.9646 0.3305 -2.8801 -0.005
H -3.0505 0.2994 -2.0319 -0.029
H -2.8704 -1.2108 -1.3425 -0.015
H 0.5407 1.0350 3.0635 -0.010
H 0.8354 -0.4739 2.7031 -0.021
```

The multiplicity is 2. The charge is -1. The HOMO-LUMO gap (spin up / spin down) comes out at 3.59 / 6.88 eV. The value obtained for the total energy is -382.37894 Eh.

***

ORCA calculation (wB97M-V/def2-TZVPD) on one molecule with the formula C5H12N2O.

The geometry in XYZ format:
```
20
Properties=species:S:1:pos:R:3:mulliken_charge:R:1
C -0.6595 2.5728 -1.5753 -1.151
C -0.3451 1.1905 -1.1062 -0.032
C -0.8018 0.6971 0.0455 -0.731
C -0.2374 -0.6605 0.4209 1.218
C -0.4044 -1.0329 1.8842 -1.718
O -0.8328 -1.6426 -0.3859 -0.583
N 1.2204 -0.6102 -0.0459 -0.322
N 1.9378 -1.8402 -0.0196 -0.814
H -1.1581 2.5405 -2.5477 0.278
H -1.3115 3.1091 -0.8890 0.349
H 0.2541 3.1632 -1.7016 0.271
H 0.8158 0.5407 -1.1914 0.440
H -1.3548 1.2463 0.8052 0.287
H -1.4645 -1.0363 2.1200 0.419
H -0.0132 -2.0315 2.0685 0.431
H 0.0942 -0.3047 2.5210 0.335
H -0.8341 -1.2506 -1.2839 0.439
H 1.7383 0.0579 0.5233 0.316
H 1.3886 -2.4944 -0.5745 0.309
H 1.9682 -2.2143 0.9324 0.258
```

The multiplicity is 1. The charge is 0. The HOMO-LUMO gap comes out at 9.49 eV. The value obtained for the total energy is -382.35551 Eh. As for the SMILES: C/C=C/[C@@](C)(O)NN.

***

ORCA calculation (wB97M-V/def2-TZVPD) on one molecule with the formula C5H12N2O.

The geometry in XYZ format:
```
20
Properties=species:S:1:pos:R:3:mulliken_charge:R:1
C 1.2470 -2.2651 0.8224 -1.065
C 0.8738 -0.8032 0.6633 0.643
O 1.2752 0.0259 1.4619 -0.592
N 0.2858 -0.4296 -0.5159 0.062
C -0.7631 -1.2728 -1.0889 -1.108
C 0.1417 0.9951 -0.7403 -0.866
C -1.0189 1.6453 0.0832 -0.381
N -0.6249 2.7702 0.9069 -0.663
H 2.3264 -2.2839 0.7851 0.301
H 0.8627 -2.6947 1.7439 0.277
H 0.9416 -2.8683 -0.0252 0.316
H -1.2812 -0.7368 -1.8867 0.388
H -1.5124 -1.5693 -0.3582 0.337
H -0.3510 -2.1105 -1.6528 0.368
H 1.0823 1.4892 -0.5042 0.419
H -0.0468 1.1416 -1.8014 0.426
H -1.8539 1.9084 -0.5621 0.366
H -1.2743 0.8644 0.8070 0.300
H 0.1983 2.5536 1.4522 0.266
H -0.5083 3.6405 0.4097 0.206
```

The multiplicity is 1. The charge is 0. The HOMO-LUMO gap comes out at 9.49 eV. The value obtained for the total energy is -382.45802 Eh. As for the SMILES: CC(=O)N(C)CCN.

***

ORCA calculation (wB97M-V/def2-TZVPD) on one molecule with the formula C5H12N2O.

The geometry in XYZ format:
```
20
Properties=species:S:1:pos:R:3:mulliken_charge:R:1
C -0.6093 0.2943 0.1975 1.252
C -0.2973 -0.9446 -0.4439 -0.510
C -1.4056 1.3003 -0.5724 -1.469
C -0.6051 0.4384 1.6830 -1.449
N 1.5244 0.8366 -0.1841 -0.464
N -0.0054 -2.0904 0.3619 -0.580
C 1.3937 -0.3737 -1.0814 0.085
O 2.2545 -1.2715 -0.9700 -0.723
H -0.8839 -1.1449 -1.3424 0.417
H 1.9880 0.5548 0.6758 0.203
H 2.0874 1.5796 -0.5921 0.234
H -0.6650 -2.8470 0.2460 0.223
H 0.9537 -2.3985 0.2027 0.229
H 1.0916 0.0189 -2.0720 0.326
H -2.4681 1.1178 -0.3740 0.367
H -1.1902 2.3203 -0.2555 0.347
H -1.2546 1.2011 -1.6471 0.380
H 0.0754 -0.2764 2.1400 0.367
H -0.3686 1.4614 1.9776 0.363
H -1.6156 0.2232 2.0502 0.403
```

The multiplicity is 1. The charge is 0. The HOMO-LUMO gap (spin up / spin down) comes out at 8.38 / 8.38 eV. The value obtained for the total energy is -382.37351 Eh.

***

ORCA calculation (wB97M-V/def2-TZVPD) on a 2-piece molecular cluster, C5H12N2O overall.

The geometry in XYZ format:
```
20
Properties=species:S:1:pos:R:3:mulliken_charge:R:1
C -1.3360 -1.8288 -0.0491 -1.153
C -1.5681 -0.4553 -0.5379 0.606
C -2.5048 0.3888 0.2897 -1.477
O -0.1826 0.4192 -0.5169 -0.616
H -0.4821 -1.7601 0.7367 0.378
H -2.2050 -2.2756 0.4309 0.352
H -0.9147 -2.4859 -0.8079 0.331
H -1.8297 -0.4227 -1.6031 0.266
H -3.5141 -0.0151 0.2153 0.397
H -2.1975 0.3763 1.3327 0.328
H -2.5105 1.4162 -0.0661 0.364
H 0.3254 0.1392 -1.2887 0.267
C 2.4963 1.7616 0.1212 -0.706
N 2.5332 0.3267 -0.1490 -0.284
C 1.6682 -0.4755 0.4883 0.513
N 1.3219 -1.4214 1.0809 -0.661
H 2.9149 2.0057 1.1052 0.296
H 1.4591 2.0980 0.0852 0.244
H 3.0646 2.2794 -0.6506 0.288
H 3.4617 -0.0710 -0.2171 0.269
```

The multiplicity is 1. The charge is 0. The HOMO-LUMO gap comes out at 9.84 eV. The value obtained for the total energy is -382.38741 Eh. As for the SMILES: CC(C)O.CNC#N.

***

ORCA calculation (wB97M-V/def2-TZVPD) on one molecule with the formula C5H12N2O.

The geometry in XYZ format:
```
20
Properties=species:S:1:pos:R:3:mulliken_charge:R:1
N 0.8693 -0.9547 3.1979 -0.490
C 0.3785 -0.8260 1.8565 0.178
C 0.0279 0.3983 1.4346 -0.441
C -0.7291 0.9777 0.2308 -0.508
C -0.6451 0.2551 -1.0844 0.263
N -0.9827 1.1480 -2.1999 -0.587
C 0.7101 -0.4236 -1.2847 -0.508
O 0.8733 -0.6234 -2.6718 -0.547
H 0.9673 -1.8579 3.5997 0.212
H 0.5007 -0.2555 3.7890 0.187
H 0.6423 -1.7376 1.3363 0.201
H -0.1053 1.0821 2.2807 0.109
H -1.8313 0.7969 0.5330 0.177
H -0.4532 1.9757 0.0484 0.356
H -1.5739 -0.4075 -1.2029 0.089
H -0.7915 0.7633 -3.1286 0.246
H -0.5855 2.0728 -2.0370 0.203
H 0.8235 -1.3172 -0.6952 0.275
H 1.4882 0.2857 -1.0670 0.272
H 0.4164 -1.3522 -2.9353 0.312
```

The multiplicity is 1. The charge is 0. The HOMO-LUMO gap comes out at 8.99 eV. The value obtained for the total energy is -382.38464 Eh. As for the SMILES: N/C=C/C[C@@H](N)CO.

***

ORCA calculation (wB97M-V/def2-TZVPD) on C5H12N2O as an isolated structure.

The geometry in XYZ format:
```
20
Properties=species:S:1:pos:R:3:mulliken_charge:R:1
C 0.9543 2.1575 1.0249 -1.048
C -0.2033 1.2844 1.3705 0.269
N -0.8829 1.3636 2.7075 -0.527
N -0.7586 0.3319 0.7853 -0.503
H -0.2804 1.4547 3.5204 0.218
H -1.6990 1.9651 2.7748 0.263
H -1.4851 0.3102 1.8589 0.367
H 1.2488 1.9287 0.0020 0.280
H 0.6779 3.2093 1.1232 0.314
H 1.8000 1.9594 1.6858 0.292
C 1.0758 -1.8467 -0.9971 -0.968
C -0.9506 -1.4655 -2.4865 -0.150
C 0.2925 -1.8983 -2.2770 -0.167
O -1.7610 -0.7616 -1.6605 -0.535
H -1.2479 -0.3970 -0.9017 0.442
H -1.4569 -1.6468 -3.4289 0.335
H 0.7881 -2.3904 -3.1060 0.296
H 1.5622 -2.8064 -0.8105 0.315
H 0.4354 -1.6365 -0.1410 0.295
H 1.8908 -1.1156 -1.0439 0.213
```

The multiplicity is 1. The charge is 0. The HOMO-LUMO gap comes out at 8.38 eV. The value obtained for the total energy is -382.35917 Eh.

***

ORCA calculation (wB97M-V/def2-TZVPD) on a 2-piece molecular cluster, C5H12N2O overall.

The geometry in XYZ format:
```
20
Properties=species:S:1:pos:R:3:mulliken_charge:R:1
C -0.1974 -0.4398 0.1569 1.575
C 1.2361 0.0360 0.4772 -0.613
C -0.2986 -1.0773 -1.2371 -1.697
C -0.6561 -1.4495 1.2254 -1.841
C 1.7785 1.1066 -0.4683 -1.183
O -1.1011 0.6392 0.2274 -0.699
N -1.6699 2.1849 -0.7887 0.214
N -2.4201 2.4253 0.0425 -0.200
H -2.2663 1.6094 0.7988 0.429
H 1.2238 0.4301 1.4979 0.350
H 1.9052 -0.8310 0.4810 0.345
H 0.4024 -1.9091 -1.3395 0.356
H -0.0799 -0.3416 -2.0110 0.405
H -1.3114 -1.4483 -1.4012 0.415
H -0.0038 -2.3259 1.2233 0.393
H -0.6225 -0.9924 2.2158 0.409
H -1.6788 -1.7708 1.0240 0.411
H 2.7479 1.4724 -0.1229 0.401
H 1.0969 1.9571 -0.5196 0.247
H 1.9152 0.7247 -1.4819 0.283
```

The multiplicity is 1. The charge is 0. The HOMO-LUMO gap comes out at 9.46 eV. The value obtained for the total energy is -382.35065 Eh.

***

ORCA calculation (wB97M-V/def2-TZVPD) on a 2-piece molecular cluster, C5H12N2O overall.

The geometry in XYZ format:
```
20
Properties=species:S:1:pos:R:3:mulliken_charge:R:1
C 0.3155 0.8144 1.5929 -0.678
N 0.5421 0.3984 2.9736 -0.474
C 0.7524 -0.8113 3.2023 0.055
N 0.7752 -1.8534 2.1867 -0.592
H 1.2263 0.7034 1.0154 0.286
H -0.0068 1.8536 1.5838 0.319
H -0.4801 0.2298 1.1342 0.273
H 0.9321 -1.1375 4.2262 0.331
H 1.6750 -2.3261 2.2469 0.240
H 0.1189 -2.5661 2.5037 0.246
C 0.4191 0.9838 -1.9644 -1.024
C -0.6709 0.4173 -2.9001 -0.325
C -1.7885 -0.1576 -2.0799 -0.001
O -2.9372 0.1997 -2.1539 -0.492
H -0.0040 1.7791 -1.3562 0.306
H 1.2162 1.4015 -2.5734 0.356
H 0.7602 0.2050 -1.2879 0.240
H -1.0947 1.2021 -3.5225 0.293
H -0.2268 -0.3947 -3.4853 0.293
H -1.5241 -0.9416 -1.3420 0.348
```

The multiplicity is 1. The charge is 0. The HOMO-LUMO gap comes out at 10.50 eV. The value obtained for the total energy is -382.41414 Eh. As for the SMILES: C/N=C\N.CCC=O.

***

ORCA calculation (wB97M-V/def2-TZVPD) on a 3-piece molecular cluster, C5H12N2O overall.

The geometry in XYZ format:
```
20
Properties=species:S:1:pos:R:3:mulliken_charge:R:1
C -0.1844 -0.1841 -0.0813 1.228
C 0.6873 0.2302 0.9463 -0.582
C -1.2229 0.7606 -0.6205 -1.454
C 0.3292 -1.2171 -1.0383 -1.413
C -1.1624 -1.2349 1.4238 -1.120
O 0.4238 1.1810 1.8603 -0.522
N 1.6211 1.5549 -0.4851 -0.154
N 2.3066 1.1270 -1.3839 -0.455
H 0.0471 1.9511 1.4120 0.384
H 1.4416 -0.4721 1.2852 0.546
H 2.7986 1.8970 -1.9212 0.201
H 0.9657 -0.7261 -1.7836 0.338
H -1.5805 1.4646 0.1310 0.394
H -2.0861 0.1922 -0.9695 0.399
H -0.8130 1.3297 -1.4561 0.370
H -0.4948 -1.7076 -1.5570 0.382
H 0.9378 -1.9661 -0.5319 0.365
H -1.8048 -1.7926 0.7502 0.387
H -1.6977 -0.5035 2.0186 0.343
H -0.5122 -1.8841 2.0009 0.362
```

The multiplicity is 1. The charge is 0. The HOMO-LUMO gap (spin up / spin down) comes out at 7.07 / 7.11 eV. The value obtained for the total energy is -382.27646 Eh.

***

ORCA calculation (wB97M-V/def2-TZVPD) on C5H12N2O as an isolated structure.

The geometry in XYZ format:
```
20
Properties=species:S:1:pos:R:3:mulliken_charge:R:1
C -0.8447 -0.4557 -1.0853 -0.166
C -2.0487 0.9159 0.4187 -1.126
C 1.3297 0.6217 -1.0344 -1.288
C 1.2724 -1.2654 0.9728 -1.410
N -1.1494 -0.2026 0.1813 -0.177
C 0.6112 0.0587 0.7078 0.961
O -0.6194 -1.7125 -1.4574 -0.430
N 0.6695 0.9761 1.5776 -0.837
H -0.6345 -2.2571 -0.6484 0.418
H -1.1417 0.1785 -1.9185 0.466
H 0.3211 1.9046 1.3891 0.221
H -3.0716 0.6353 0.1577 0.347
H -2.0202 1.1584 1.4798 0.393
H -1.7882 1.8145 -0.1550 0.381
H 1.0002 1.6562 -1.1385 0.320
H 2.3304 0.6441 -0.6024 0.446
H 1.4097 0.0991 -1.9904 0.388
H 0.7230 -1.7913 1.7541 0.379
H 2.2949 -1.0875 1.3037 0.346
H 1.3562 -1.8911 0.0879 0.369
```

The multiplicity is 1. The charge is 0. The HOMO-LUMO gap comes out at 7.92 eV. The value obtained for the total energy is -382.29107 Eh.

***

ORCA calculation (wB97M-V/def2-TZVPD) on one molecule with the formula C5H12N2O.

The geometry in XYZ format:
```
20
Properties=species:S:1:pos:R:3:mulliken_charge:R:1
C -2.9053 -0.9423 0.2021 -0.858
C -2.0027 -0.0583 -0.2264 0.202
O -0.7042 -0.4131 -0.4466 -0.352
C 0.3336 0.5568 -0.2856 0.540
N 0.2852 1.2427 0.9781 -0.645
N 0.2831 1.6238 -1.2450 -0.718
C 1.6858 -0.1754 -0.4413 -0.548
C 1.8099 -1.4513 0.3889 -1.114
H -3.9405 -0.6578 0.3521 0.263
H -2.6246 -1.9716 0.4000 0.267
H -2.2560 0.9651 -0.4576 0.232
H 0.3222 0.5295 1.7035 0.256
H -0.6342 1.6579 1.0787 0.325
H -0.5752 2.1408 -1.1139 0.271
H 1.0271 2.2678 -0.9876 0.292
H 1.8289 -0.4605 -1.4925 0.328
H 2.5176 0.4957 -0.1862 0.343
H 1.6005 -1.2756 1.4474 0.292
H 1.1233 -2.2224 0.0238 0.267
H 2.8256 -1.8519 0.3081 0.357
```

The multiplicity is 1. The charge is 0. The HOMO-LUMO gap comes out at 10.20 eV. The value obtained for the total energy is -382.43192 Eh. As for the SMILES: C=COC(N)(N)CC.

***

Listing energy relative to the best compared isomer or geometry (same formula, charge and spin) for the structures above in their given order: 1.443 4.001 1.211 3.511 3.133 3.208 3.901 4.133 2.405 6.152 5.754 1.921 eV.